Entry from the OMol25 dataset: 5 unconnected molecules or ions with the total composition C12H12F5O12 (ωB97M-V/def2-TZVPD).

Values from the calculation:
HOMO-LUMO gap   9.93 eV
Total energy   -50796.667 eV
LUMO level   2.5 eV
HOMO   -7.458 eV
Charge   -1

Last columns: bonded neighbours and bond lengths (Å).
Element x y z (Å)
1 F 55.615 38.661 28.860  C25 1.366
2 F 60.091 39.768 24.525  C18 1.394
3 F 60.733 44.508 29.267  C27 1.358
4 F 59.954 38.444 29.362  C19 1.389
5 F 58.457 41.490 27.970  no bonds
6 O 58.223 47.689 27.755  C26 1.287
7 O 63.132 39.625 31.701  C28 1.162
8 O 57.837 39.801 24.358  C18 1.455, C22 1.315
9 O 53.798 40.578 32.123  C29 1.211
10 O 56.033 38.547 23.940  C22 1.257
11 O 54.154 39.827 30.062  C25 1.489, C29 1.339
12 O 55.707 41.012 30.998  C21 1.428, C29 1.299
13 O 62.481 40.228 29.643  C23 1.452, C28 1.397
14 O 59.217 45.915 26.725  C24 1.406, C26 1.273
15 O 60.975 39.619 31.117  C19 1.368, C28 1.309
16 O 58.847 45.802 28.866  C26 1.337, C27 1.343
17 O 57.640 37.938 25.412  C20 1.467, C22 1.273
18 C 58.939 39.825 25.308  F2 1.394, O8 1.455, C20 1.466, H30 1.173
19 C 60.347 39.662 29.902  F4 1.389, O15 1.368, C23 1.552, H34 1.155
20 C 58.594 38.719 26.207  O17 1.467, C18 1.466, H33 1.027, H36 1.040
21 C 56.279 40.783 29.710  O12 1.428, C25 1.549, H39 1.160, H41 1.126
22 C 57.121 38.714 24.546  O8 1.315, O10 1.257, O17 1.273
23 C 61.260 40.381 28.873  O13 1.452, C19 1.552, H37 1.175, H40 1.093
24 C 59.606 44.609 27.072  O14 1.406, C27 1.617, H31 1.118, H38 1.127
25 C 55.185 39.951 28.995  F1 1.366, O11 1.489, C21 1.549, H32 1.026
26 C 58.683 46.487 27.729  O6 1.287, O14 1.273, O16 1.337
27 C 59.514 44.650 28.686  F3 1.358, O16 1.343, C24 1.617, H35 1.212
28 C 62.258 39.826 30.962  O7 1.162, O13 1.397, O15 1.309
29 C 54.508 40.533 31.143  O9 1.211, O11 1.339, O12 1.299
30 H 58.899 40.764 26.010  C18 1.173
31 H 60.670 44.393 26.804  C24 1.118
32 H 54.635 40.206 28.167  C25 1.026
33 H 59.486 38.330 26.535  C20 1.027
34 H 59.397 40.306 30.029  C19 1.155
35 H 58.843 43.767 29.175  C27 1.212
36 H 58.244 39.163 27.080  C20 1.040
37 H 61.133 41.531 28.666  C23 1.175
38 H 58.924 43.899 26.524  C24 1.127
39 H 56.580 41.753 29.149  C21 1.160
40 H 61.343 39.808 27.946  C23 1.093
41 H 57.174 40.103 29.639  C21 1.126

In the natural (NBO) picture, each atom carries the following charge in e:
1. F -0.3438
2. F -0.3551
3. F -0.3441
4. F -0.3559
5. F -0.9533
6. O -0.6247
7. O -0.5581
8. O -0.4825
9. O -0.6084
10. O -0.6320
11. O -0.5077
12. O -0.4829
13. O -0.5340
14. O -0.4552
15. O -0.4787
16. O -0.4837
17. O -0.4605
18. C 0.3875
19. C 0.4180
20. C -0.1556
21. C -0.1551
22. C 0.9663
23. C -0.1114
24. C -0.1442
25. C 0.4370
26. C 0.9688
27. C 0.4359
28. C 0.9791
29. C 0.9733
30. H 0.2500
31. H 0.2067
32. H 0.1736
33. H 0.2141
34. H 0.1946
35. H 0.1964
36. H 0.2443
37. H 0.2329
38. H 0.2402
39. H 0.2667
40. H 0.2056
41. H 0.2362